# 1
DFT (the ωB97M-V functional and the def2-TZVPD basis) results for a 2-piece molecular cluster, C3H4OS overall.

Each line ends with the natural charge from an NBO analysis.
Positions of all 9 atoms, in Å:
C 0.91943 0.52020 -0.16033  0.562
C 0.40840 -0.67522 -0.72162  -0.569
C -0.36518 -0.01320 0.31802  -0.326
O 1.79502 1.25981 0.11605  -0.453
S -1.92735 0.48585 -0.15287  0.109
H -0.03349 -0.69723 -1.78658  0.250
H 1.04630 -1.47415 -0.34456  0.267
H -0.08015 -0.92771 2.03582  0.016
H -1.76299 1.52164 0.69607  0.143

Forces on atoms 1 to 6 (eV/Å):
C -0.51 1.18 1.74
C 0.92 -2.51 -3.54
C -0.16 -1.32 3.49
O 0.76 0.64 -0.41
S -0.22 0.96 1.02
H 0.93 -0.35 1.75

Its spin multiplicity is 1. The charge is 0. As for the HOMO-LUMO gap (spin up / spin down): 0.2859 / 0.2858 Ha.

---

# 2
DFT (the ωB97M-V functional and the def2-TZVPD basis) results for a 4-piece molecular cluster, C3H14O4S overall.

Each line ends with the natural charge from an NBO analysis.
Positions of all 22 atoms, in Å:
O -1.09646 1.07876 1.21780  -0.742
C -1.05867 0.28653 0.07606  -0.052
C -1.07918 -1.16231 0.40064  -0.495
C -0.85311 -2.07613 -0.72364  -0.501
S -1.59790 -1.45049 -2.28341  -0.069
H -1.47570 0.62170 1.95530  0.473
H -1.85156 0.58291 -0.57868  0.178
H -0.12331 0.57814 -0.41620  0.153
H -0.15063 -1.34020 1.01034  0.281
H -1.92732 -1.36745 1.22583  0.188
H -1.22839 -3.08562 -0.58044  0.229
H 0.26357 -2.17341 -0.87128  0.225
H -2.85821 -1.59327 -1.79566  0.120
O 3.24976 0.98094 -1.41874  -0.918
H 2.82740 1.71428 -1.71453  0.459
H 2.99475 0.41624 -2.09183  0.462
O -0.13908 3.68983 0.95870  -0.953
H 0.70779 3.38948 0.51852  0.455
H -0.43403 2.91624 1.43756  0.491
O 1.61787 -0.88961 1.27316  -0.949
H 2.36294 -0.96043 1.78972  0.474
H 1.84946 -0.15613 0.61078  0.491

Forces on atoms 1 to 6 (eV/Å):
O 0.22 1.15 0.91
C 0.44 0.47 -0.37
C 0.22 -0.47 4.28
C 0.59 -0.83 -1.62
S -0.35 -0.60 0.05
H -0.34 -0.54 0.48

Its spin multiplicity is 1. The charge is 0. As for the HOMO-LUMO gap: 0.3414 Ha. As for the structure (SMILES): OCCCS.O.O.O.

---

Molecular weight: 88.13, 146.21 (g/mol)